No. 1
Computed, not measured: C26H26F6O2PRuS3Sb as an isolated structure, with wB97M-V/def2-TZVPD.

XYZ file:
```
66
Properties=species:S:1:pos:R:3:forces:R:3
Ru 0.913 -0.182 0.663 0.1 0.5 -0.4
C -3.875 1.356 4.404 -0.1 0.0 0.0
C -2.645 1.850 3.646 0.0 0.1 -0.1
S -1.879 0.715 2.474 0.0 -0.3 0.0
C -3.205 0.282 1.332 -0.1 0.1 0.0
C -4.226 -0.732 1.858 -0.1 0.1 0.1
S -3.504 -1.854 3.078 0.0 0.0 0.0
C -4.972 -2.285 4.056 0.0 0.1 0.1
C -5.260 -1.084 4.964 0.0 0.0 0.0
S -3.658 -0.249 5.216 0.1 -0.1 -0.1
H -4.748 1.299 3.757 0.0 0.0 0.0
H -4.102 2.076 5.193 0.0 0.0 0.0
H -1.836 2.116 4.327 0.0 0.0 0.0
H -2.934 2.765 3.127 0.1 0.0 0.0
H -2.697 -0.105 0.449 0.0 0.0 0.0
H -3.735 1.186 1.029 0.1 0.0 -0.1
H -4.625 -1.354 1.054 0.0 0.0 0.0
H -5.069 -0.228 2.328 0.0 0.0 0.0
H -4.676 -3.161 4.632 0.0 0.0 0.0
H -5.812 -2.566 3.424 0.0 0.0 0.0
H -5.659 -1.384 5.931 0.0 0.0 0.0
H -5.956 -0.371 4.526 0.0 0.0 0.0
O -0.732 -2.160 0.256 0.0 0.0 0.0
C 0.390 -1.964 -0.114 0.0 0.0 -0.1
C 1.298 -2.740 -0.970 -0.1 0.0 0.1
C 1.276 -4.127 -1.072 0.0 0.0 0.0
C 2.211 -4.733 -1.896 0.0 0.0 0.0
C 3.129 -3.966 -2.611 0.0 0.0 0.0
C 3.128 -2.579 -2.529 -0.1 0.0 0.0
C 2.204 -1.964 -1.698 0.1 -0.1 0.0
P 1.940 -0.187 -1.532 0.0 -0.2 -0.1
C 3.488 0.675 -1.701 0.0 0.1 0.0
C 3.863 1.213 -2.933 0.0 0.0 0.0
C 5.085 1.855 -3.049 0.0 0.0 0.0
C 5.917 1.971 -1.944 0.0 0.0 0.0
C 5.544 1.435 -0.717 0.0 0.0 0.0
C 4.329 0.786 -0.593 0.0 0.0 0.0
C 0.759 0.309 -2.788 -0.1 0.0 0.0
C 0.573 1.667 -3.060 0.0 0.0 0.0
C -0.414 2.055 -3.950 0.0 0.0 0.0
C -1.217 1.102 -4.562 0.0 0.0 0.0
C -1.033 -0.248 -4.295 0.0 0.0 0.0
C -0.053 -0.649 -3.403 0.1 0.0 0.0
H 0.564 -4.711 -0.505 0.0 0.0 0.0
H 2.233 -5.810 -1.981 0.0 0.0 0.0
H 3.852 -4.461 -3.246 0.0 0.0 0.0
H 3.834 -1.992 -3.103 0.0 0.0 0.0
H 3.211 1.133 -3.793 0.0 0.0 0.0
H 5.385 2.271 -4.001 0.0 0.0 0.0
H 6.864 2.486 -2.038 0.0 0.0 0.0
H 6.195 1.534 0.140 0.0 0.0 0.0
H 4.038 0.380 0.370 0.0 0.0 0.0
H 1.197 2.413 -2.587 0.0 0.0 0.0
H -0.555 3.106 -4.164 0.0 0.0 0.0
H -1.988 1.413 -5.255 0.0 0.0 0.0
H -1.642 -0.989 -4.794 0.0 0.0 0.0
H 0.094 -1.705 -3.216 0.0 0.0 0.0
O 1.360 -1.470 3.511 0.0 -0.1 0.1
C 1.158 -1.038 2.498 -0.1 -0.2 0.3
F -0.092 1.715 0.103 -0.2 0.1 -0.1
Sb 0.960 3.245 0.852 0.1 -0.1 -0.1
F -0.111 3.176 2.386 0.0 -0.1 0.0
F 1.910 1.627 1.491 0.1 0.1 0.1
F 2.201 4.307 1.723 -0.1 0.1 -0.1
F 2.023 3.131 -0.689 0.0 -0.1 0.1
F -0.218 4.395 -0.007 0.1 0.1 0.1
```
Forces are in eV/Å.

The HOMO-LUMO gap (spin up / spin down) comes out at 8.16 / 6.33 eV. The HOMO energy (spin up / spin down) comes out at -14.0 / -14.3 eV. The relative energy (zero: lowest compared OMol25 entry of this formula, charge and spin) comes out at 11.88 kcal per mole. Its spin multiplicity is 5. As for the expectation value of S²: 6.02. As for the total charge: +2. Its total energy is -98684.9240 eV.

Here are the Löwdin charges for atoms 1 to 6, given in e:
1 Ru 1.1101
2 C -0.4601
3 C -0.4957
4 S 0.8181
5 C -0.4882
6 C -0.4565

=====

No. 2
Computed, not measured: C7H7MoO6S as an isolated structure in a non-equilibrium geometry, with wB97M-V/def2-TZVPD.

XYZ file:
```
22
Properties=species:S:1:pos:R:3:forces:R:3
O -2.633 -3.418 3.106 1.5 2.0 -1.6
C -2.059 -2.642 2.499 -1.4 -1.9 1.4
Mo -0.067 0.214 0.087 0.3 -1.3 -1.2
C 1.802 0.868 -0.379 9.0 3.5 -1.0
O 2.864 1.326 -0.567 -5.4 -2.4 0.8
C -1.253 1.120 -1.199 -5.1 3.5 -4.6
O -1.975 1.668 -1.944 3.7 -2.8 3.7
C -0.609 1.189 1.813 -3.0 4.1 6.8
O -0.924 1.837 2.727 1.8 -3.4 -4.8
C -0.152 -1.716 -0.463 0.2 -6.8 -2.2
O -0.067 -2.814 -0.874 -0.6 5.8 2.2
H -1.554 -0.647 0.135 -0.3 -0.3 0.1
C 1.764 1.269 -4.052 1.1 0.7 0.1
S 1.150 -0.123 -3.085 -0.6 0.1 -0.6
C -0.286 -0.534 -4.078 -1.0 -0.3 0.0
O 2.112 -1.245 -3.238 0.1 0.0 0.5
H 1.946 0.905 -5.072 -0.1 -0.3 0.2
H 2.712 1.586 -3.607 0.0 -0.1 0.0
H 1.081 2.116 -4.055 -0.4 -0.2 0.2
H -0.004 -1.301 -4.812 0.1 0.2 0.1
H -1.039 -0.924 -3.382 0.1 -0.1 -0.4
H -0.635 0.383 -4.569 0.1 -0.2 0.1
```
Forces are in eV/Å.

The HOMO-LUMO gap (spin up / spin down) comes out at 5.71 / 3.31 eV. The HOMO energy (spin up / spin down) comes out at -22.2 / -21.4 eV. Its spin multiplicity is 3. As for the expectation value of S²: 2.05. As for the total charge: +3. Its total energy is -32306.1288 eV.

Here are the Löwdin charges for atoms 1 to 6, given in e:
1 O 0.0985
2 C 0.0188
3 Mo 1.1381
4 C -0.1180
5 O 0.2414
6 C -0.1538